(1)
ORCA calculation (wB97M-V/def2-TZVPD) on one molecule with the formula C4H9NO in a non-equilibrium geometry.

Its charge is 0. The SMILES is CCCCN=O. The value obtained for the LUMO energy is -0.123 eV. The calculation puts the gap between HOMO and LUMO at 0.33866 Eh.

Each atom is followed by the atoms it is bonded to, with distances in Å.
CARTESIAN COORDINATES (ANGSTROEM)
1 C 1.8113 -1.1416 1.1250  C2 1.540, H7 1.082, H8 1.109, H9 1.097
2 C 0.5691 -0.2328 1.0802  C1 1.540, C3 1.530, H10 1.092, H11 1.091
3 C 0.7636 0.9757 0.1618  C2 1.530, C4 1.531, H12 1.108, H13 1.085
4 C -0.4052 1.9474 0.3486  C3 1.531, N5 1.476, H14 1.124, H15 1.067
5 N -0.5719 2.8143 -0.8345  C4 1.476, O6 1.240
6 O -1.5152 2.4528 -1.5537  N5 1.240
7 H 1.7187 -1.8170 1.9646  C1 1.082
8 H 1.9534 -1.7008 0.1778  C1 1.109
9 H 2.7199 -0.5655 1.3405  C1 1.097
10 H -0.2906 -0.8169 0.7456  C2 1.092
11 H 0.3095 0.0770 2.0935  C2 1.091
12 H 0.7686 0.6119 -0.8853  C3 1.108
13 H 1.6864 1.5200 0.3330  C3 1.085
14 H -1.3281 1.3463 0.5723  C4 1.124
15 H -0.2518 2.4668 1.2684  C4 1.067

(2)
ORCA calculation (wB97M-V/def2-TZVPD) on one molecule with the formula C4H9NO.

Its charge is 0. The SMILES is CC/N=C\OC. The value obtained for the LUMO energy is 0.959 eV. The calculation puts the gap between HOMO and LUMO at 0.39728 Eh.

Each atom is followed by the atoms it is bonded to, with distances in Å.
CARTESIAN COORDINATES (ANGSTROEM)
1 C 2.3507 0.3350 0.3119  C2 1.525, H7 1.095, H8 1.096, H9 1.094
2 C 0.9624 0.9457 0.1512  C1 1.525, N3 1.461, H10 1.099, H11 1.096
3 N 0.0853 0.5253 1.2416  C2 1.461, C4 1.259
4 C -0.7804 -0.3562 0.9978  N3 1.259, O5 1.365, H12 1.097
5 O -0.9061 -0.9948 -0.2015  C4 1.365, C6 1.420
6 C -2.1884 -0.8675 -0.7991  O5 1.420, H13 1.100, H14 1.095, H15 1.098
7 H 2.3051 -0.7584 0.2687  C1 1.095
8 H 3.0121 0.6839 -0.4886  C1 1.096
9 H 2.7881 0.6228 1.2728  C1 1.094
10 H 0.5587 0.6891 -0.8377  C2 1.099
11 H 1.0408 2.0378 0.2000  C2 1.096
12 H -1.4866 -0.6787 1.7724  C4 1.097
13 H -2.9149 -1.5712 -0.3676  C6 1.100
14 H -2.0484 -1.0777 -1.8644  C6 1.095
15 H -2.5635 0.1566 -0.6737  C6 1.098

(3)
ORCA calculation (wB97M-V/def2-TZVPD) on a 3-piece molecular cluster, C4H9NO overall.

Its charge is 0. The value obtained for the LUMO energy is 0.378 eV. The calculation puts the gap between HOMO and LUMO at 0.32767 Eh.

Each atom is followed by the atoms it is bonded to, with distances in Å.
CARTESIAN COORDINATES (ANGSTROEM)
1 C 0.8197 0.9299 0.6320  N2 1.355, H8 1.084, H9 1.085
2 N 0.5230 -0.0489 -0.2566  C1 1.355, C3 1.463, C4 1.359
3 C 0.6989 0.3048 -1.6656  N2 1.463, H10 1.092, H11 1.092, H12 1.097
4 C -0.5445 -0.8514 -0.0027  N2 1.359, C5 1.462, H13 1.085
5 C -0.9195 -1.3430 1.3224  C4 1.462, O6 1.216, H15 1.112
6 O -1.6926 -2.2692 1.4763  C5 1.216
7 H -0.7278 1.3025 0.7010  no bonds
8 H 1.5207 1.6854 0.2942  C1 1.084
9 H 0.8836 0.6568 1.6797  C1 1.085
10 H 1.6334 0.8543 -1.7941  C3 1.092
11 H 0.7271 -0.5991 -2.2772  C3 1.092
12 H -0.1448 0.9327 -1.9761  C3 1.097
13 H -0.9029 -1.4467 -0.8365  C4 1.085
14 H -1.3694 0.6968 0.5007  no bonds
15 H -0.5048 -0.8050 2.2025  C5 1.112